Molecular formula: C49H43BrF4N10O5PRbS2Se3Te
Method: DFT, wB97M-V/def2-TZVPD

Summary:
F_max = 0.024 hartree/bohr
HOMO energy = -1.736 eV
frontier orbital gap = 0.129 Ha
charge = -2

```
120
Properties=species:S:1:pos:R:3:forces:R:3
Te -2.22030 -0.60714 1.46232 -0.8 -0.9 -0.5
Rb 0.89139 0.52915 0.29032 -0.3 -0.4 -0.2
Br 3.80415 -1.90268 5.86977 -0.1 0.1 -0.1
Se -4.27002 -0.06264 -0.23830 -0.1 0.1 -0.2
Se -3.50775 -1.16972 3.37791 0.1 0.1 0.2
Se -3.24647 -2.18579 -0.25619 0.0 -0.3 0.0
S -2.40734 4.61956 -0.55968 0.0 0.0 0.0
S -1.02768 -2.49284 -8.01461 0.3 -0.3 0.2
P 3.59753 2.05838 -0.48586 0.8 0.6 -0.1
F 0.71890 2.28207 7.75411 -0.1 0.0 0.1
F 2.26584 1.35270 3.38344 0.2 0.0 -0.1
F 3.15551 2.87833 8.48479 -0.1 0.0 0.1
F 4.68294 1.96021 4.09280 0.1 -0.1 0.0
O -0.05308 -3.52922 -8.26437 0.1 0.2 0.0
O -2.39522 -2.89024 -7.78812 -0.1 0.3 0.0
O -0.46646 -2.09382 1.62063 0.0 0.2 0.1
O -0.99643 1.65901 -7.40748 -0.1 -0.6 -0.2
O -0.31985 3.38840 -6.33886 0.2 0.3 0.2
N -1.09744 0.20704 -4.95512 0.3 0.2 -0.2
N -0.66292 2.22308 -6.37071 -0.2 0.3 -0.6
N 2.23059 -0.85902 -2.31966 -0.1 0.2 0.0
N -0.42752 1.04157 -3.00893 0.1 0.0 0.3
N -1.95952 2.40114 0.67584 0.2 -0.1 0.0
N -2.18346 2.10842 6.31724 0.0 0.0 0.0
N 6.09771 3.84364 9.00335 0.0 -0.1 -0.1
N 1.57854 -2.49361 -0.18461 -0.2 0.3 0.0
N 7.37674 3.14236 5.08119 0.0 0.0 0.0
N -0.40423 0.80883 2.64889 0.0 0.2 1.0
C 1.92531 -3.04250 -1.39334 0.2 -0.3 0.1
C 5.08282 1.13446 -1.08941 -0.2 -0.2 0.1
C 1.34491 1.81011 5.51986 0.3 0.1 0.1
C -1.59899 -0.78766 -5.90005 0.1 -0.1 -0.1
C 2.16808 -2.19592 -2.52074 0.1 -0.2 -0.3
C 2.14113 -4.97576 -2.84935 0.1 0.0 -0.1
C 2.44966 -0.07935 -3.34710 0.1 -0.1 0.2
C 5.23980 -0.22148 -0.39932 0.0 0.1 -0.1
C -1.20447 -1.31864 -2.98355 0.0 0.0 -0.1
C 2.28440 -2.57571 0.87571 0.2 -0.2 -0.2
C 2.63862 -0.55361 -4.65881 0.0 0.0 -0.1
C 5.39436 2.94217 6.70418 0.3 0.0 0.0
C 2.35154 -4.18583 -3.94653 0.0 -0.2 0.0
C -0.67909 1.52245 -5.16550 0.0 -0.4 0.9
C 2.46067 -1.97333 4.52172 0.3 0.0 0.1
C -0.89737 -0.02657 -3.63646 -0.1 -0.1 0.0
C 2.45080 1.72915 4.67301 -0.2 0.1 0.2
C 1.93576 -4.41285 -1.57970 0.0 0.2 0.1
C 1.84132 -2.23341 2.20084 -0.3 0.2 0.2
C 0.14932 -1.90875 3.90476 0.0 0.0 0.1
C 4.07050 2.50622 6.33029 -0.2 0.0 -0.1
C -0.28756 2.00409 -3.93480 -0.2 -0.1 -0.4
C 3.85428 3.61596 -1.46099 -0.2 0.0 0.1
C 1.68200 2.20121 6.81953 0.0 -0.2 -0.3
C 2.78523 4.66597 -1.15347 0.1 -0.1 -0.1
C -2.73322 3.16713 1.53789 -0.1 0.6 -0.1
C 4.12803 2.56556 1.21886 0.0 -0.1 -0.2
C 5.49462 3.21696 1.40554 -0.1 0.0 0.0
C -3.96396 3.68240 3.52507 0.1 -0.1 0.0
C -0.24108 1.11634 3.76680 0.0 0.2 -0.6
C 5.73821 3.42348 7.98389 0.0 0.1 0.2
C -3.08296 4.43308 1.02809 0.1 -0.2 -0.1
C 1.11437 -1.83773 4.87497 -0.1 0.0 -0.1
C -1.73189 3.01979 -0.41906 -0.1 0.3 -0.1
C 2.81439 -2.17850 3.21920 0.1 0.0 0.0
C 6.46539 3.02532 5.78956 0.0 0.0 -0.1
C 3.73342 2.05965 5.04415 -0.1 0.1 0.4
C 0.45951 -2.06551 2.52858 0.2 -0.2 0.2
C -4.30612 4.93077 3.00064 -0.1 0.1 0.0
C 2.37627 -2.78208 -3.79905 -0.1 0.2 0.2
C -0.46084 -1.56001 -6.57250 -0.2 0.1 -0.4
C -3.87316 5.32026 1.74766 0.0 0.1 0.0
C -0.01458 1.56372 5.04864 -0.2 -0.2 0.2
C -1.90307 -1.83056 -10.49211 0.0 -0.1 0.1
C -0.96972 -1.33717 -9.39749 0.0 -0.3 0.3
C -1.18947 1.85800 5.77966 0.0 0.1 0.0
C 2.61333 -1.90226 -4.87808 0.0 0.1 0.0
C 2.96880 2.51778 7.20341 0.2 0.0 -0.3
C -3.18458 2.80127 2.80514 0.1 -0.2 0.0
H 2.78033 -2.31413 -5.86791 0.0 0.0 0.0
H -2.27645 -1.40519 -2.79213 0.0 0.0 0.1
H -2.22539 -1.48217 -5.34682 -0.1 0.1 0.0
H 1.74781 -5.04815 -0.72411 0.0 0.0 0.0
H 2.49634 0.98513 -3.13431 0.0 0.0 0.0
H 0.07362 -1.32969 -9.70995 0.0 0.1 0.0
H 1.78628 4.25314 -1.31194 0.0 0.1 0.0
H 4.85365 4.01678 -1.27761 0.0 0.0 0.0
H -4.13565 6.28457 1.33105 0.0 0.0 0.1
H 3.86020 -2.29110 2.95511 0.0 -0.1 0.0
H -4.92004 5.60622 3.58363 0.0 0.0 0.0
H 5.97821 1.74586 -0.95927 0.0 0.0 0.0
H 0.07199 2.99429 -3.70552 0.0 0.0 -0.1
H -4.29540 3.39112 4.51188 0.0 0.0 0.0
H 2.81298 0.15477 -5.45986 0.0 0.0 0.0
H -0.69844 -1.36680 -2.02252 0.0 0.0 0.0
H 3.34376 3.22894 1.59462 0.0 -0.1 0.1
H 5.34998 -0.10398 0.68038 0.0 0.0 0.0
H 5.56961 4.16668 0.87278 0.0 0.0 0.0
H 0.83095 -1.67070 5.90596 0.0 0.0 0.0
H 4.36377 -0.84457 -0.59076 0.0 0.0 0.0
H 2.50016 -4.61798 -4.92916 0.0 0.0 0.0
H 4.94383 0.97900 -2.16346 0.0 0.0 0.0
H -2.92591 1.83991 3.22573 0.0 -0.1 0.0
H 6.30088 2.56534 1.06757 0.0 0.0 0.0
H -0.01787 -2.30141 -5.91046 0.1 -0.1 0.0
H 3.80495 3.33704 -2.51823 0.0 0.0 0.0
H 4.06574 1.66259 1.83319 -0.1 0.1 0.0
H -2.91235 -1.93593 -10.09746 0.0 0.0 -0.1
H -1.58053 -2.80288 -10.86454 0.0 0.0 0.0
H 2.89903 5.54040 -1.79614 0.0 0.0 0.0
H -0.89476 -1.81445 4.17388 0.0 0.0 0.0
H 6.11949 -0.74601 -0.77614 0.0 0.0 0.0
H -1.25243 -0.36108 -9.01751 0.0 0.2 0.1
H -1.18684 2.60121 -1.25595 0.0 -0.1 0.1
H -2.21493 -0.30261 -6.64783 -0.1 0.2 0.0
H -1.91670 -1.12263 -11.31930 0.0 0.0 0.0
H 3.31672 -2.95578 0.81704 0.0 0.0 0.0
H 5.65544 3.41407 2.46604 0.1 0.0 -0.1
H 2.12937 -6.05409 -2.94881 0.0 0.0 0.0
H -0.88974 -2.16747 -3.59400 0.0 0.0 0.1
H 2.85009 4.99789 -0.11647 0.0 0.0 0.0
H 0.31801 -0.88548 -6.93035 0.1 0.0 0.0
```
Forces are in eV/Å.